# 1
{
  "formula": "C18H52N4O6",
  "method": "ωB97M-V/def2-TZVPD",
  "lumo_ev": 0.55,
  "homo_lumo_gap_ev": 9.360,
  "energy_ev": -37751.0718,
  "smiles": "COC[C@H](C)N.COC[C@H](C)N.COC[C@H](C)N.COC[C@H](C)N.CO.CO",
  "e_above_lowest_kcal_mol": 29.6,
  "max_force_ev_per_a": 2.25,
  "elements": ["N", "C", "C", "H", "H", "N", "C", "H", "H", "N", "O", "H", "H", "H", "H", "C", "H", "H", "H", "H", "O", "H", "C", "H", "H", "C", "C", "H", "H", "H", "H", "C", "H", "O", "H", "H", "O", "H", "H", "C", "O", "H", "C", "H", "H", "H", "H", "C", "N", "H", "H", "H", "H", "H", "C", "C", "H", "H", "H", "C", "H", "H", "C", "H", "H", "H", "H", "H", "H", "O", "H", "H", "C", "C", "C", "H", "H", "H", "H", "H"],
  "xyz": [[-0.1212, 2.6146, -6.5563], [-3.1993, -3.5227, -3.7505], [2.0285, -0.0246, 4.5962], [2.1500, 0.0039, -1.8585], [1.0014, -1.8973, -1.0918], [1.7914, -2.2847, -0.5829], [-0.8997, 0.3040, 1.0544], [-1.7008, 0.3701, -5.9206], [0.2237, 2.1700, -1.5413], [2.0231, 0.6260, 3.2910], [-0.6379, -0.4990, 2.2155], [-2.2776, -4.1127, -3.7316], [-0.6179, 3.7033, -1.0811], [0.0049, -4.2279, -1.0090], [-2.2759, -1.2064, -2.3020], [-0.3855, 0.2531, 7.3474], [1.8415, -0.6767, 0.5124], [-1.1362, -0.2471, 6.7267], [4.5800, 1.9039, -1.9362], [3.4361, -0.4724, 6.1343], [-1.1877, -2.7975, -1.8651], [3.9121, 2.9763, -0.7139], [-0.0396, 3.1905, -1.8457], [-1.8740, 2.8139, -5.4416], [-0.3506, -0.2629, 8.3086], [-2.4382, -2.1411, -1.7490], [0.9069, 0.6134, 5.4194], [0.8955, 1.7071, 5.3830], [-2.6249, 3.0297, 3.3880], [2.6708, 0.1816, 2.6509], [3.8330, -1.0339, 1.5645], [2.6207, -1.1402, -0.1026], [3.8052, -0.4672, -1.7958], [3.3402, 1.0631, -0.4869], [-1.3817, -0.3923, 2.8220], [2.2842, -2.9545, -1.1631], [0.8993, 0.2239, 6.7830], [-2.9623, 2.2916, 4.9514], [3.5064, 1.2194, 5.6114], [-2.5158, 2.1129, 3.9695], [-3.0833, 1.0382, 3.2615], [-0.7205, -0.1654, 0.0834], [2.9838, -0.1185, -1.1486], [-2.9786, -2.7301, -4.4732], [-3.8463, 1.2577, 2.7268], [-1.9547, 0.5533, 1.1164], [-4.6626, -1.4185, -3.1759], [-1.0285, -3.8911, -0.9683], [-4.7715, -2.1296, -2.4571], [2.7958, 2.2219, -2.0003], [1.1234, 0.4700, 2.8304], [4.7174, -1.8521, 0.2044], [-2.6772, -1.8590, -0.7180], [0.8143, 2.4523, -4.0433], [-1.0683, 0.8362, -5.1651], [-0.1352, 2.9924, -4.1936], [-0.0852, 0.3737, -5.3170], [-0.1271, 3.5996, -6.7939], [1.8550, -1.1012, 4.5035], [3.3903, 0.1915, 5.2687], [-1.2386, -3.5854, 0.0605], [-1.3809, 0.5513, -4.1619], [3.6774, 2.1364, -1.3609], [-3.7603, -3.7480, -1.6602], [3.4750, -2.7060, 1.0938], [0.0094, 0.1957, 4.9399], [4.2218, -0.0401, 4.6023], [-1.6744, -4.6937, -1.3409], [-1.4574, 1.9534, 4.1650], [-0.8628, 3.0207, -2.9890], [-0.6106, 2.1498, -7.3160], [-0.2109, 1.1520, 1.0629], [3.7710, -1.7259, 0.7253], [-3.5719, -2.9540, -2.3909], [-0.8967, 2.3325, -5.3264], [0.2053, 4.0007, -4.4686], [-5.5718, -2.6735, -2.7599], [-0.6785, 1.2925, 7.5561], [0.8882, 3.7433, -2.0150], [-4.0022, -4.1348, -4.1611]],
  "atomic_forces_ev_per_a": [[-0.1, -0.6, -0.1], [0.7, -0.2, -0.2], [1.0, 0.7, 0.4], [-0.3, 0.3, 0.3], [0.0, -0.5, -0.2], [0.2, 0.6, -0.3], [-0.1, 0.0, 0.5], [-0.3, 0.2, 0.1], [0.2, 0.2, 0.5], [-0.5, 0.2, -0.5], [0.2, -0.3, -0.5], [-0.2, -0.1, 0.2], [0.0, -0.1, 0.1], [0.0, 0.1, -0.1], [-0.3, 0.0, 0.0], [0.1, 0.3, 0.5], [0.7, 0.4, 0.5], [0.0, 0.1, -0.1], [-0.1, -0.1, -0.2], [0.2, 0.1, 0.0], [0.4, 0.2, 0.6], [-0.4, 0.3, -0.2], [-0.2, -0.8, -0.2], [-0.2, 0.0, 0.5], [0.1, 0.0, -0.1], [0.3, 0.3, -0.9], [-0.6, -0.8, -0.1], [0.2, 0.0, -0.4], [0.2, 0.1, 0.1], [0.3, 0.1, 0.3], [0.9, -0.3, 0.2], [-1.3, -1.9, -0.2], [0.2, -0.1, 0.2], [0.3, 0.2, 0.3], [-0.1, 0.1, -0.2], [0.1, 0.2, -0.2], [0.3, -0.6, -0.3], [-0.3, -0.2, 0.0], [0.0, 0.1, -0.1], [-0.3, 1.1, 0.0], [0.4, -1.2, 0.2], [0.0, -0.8, 0.3], [0.5, -0.3, -0.7], [-0.2, 0.2, 0.1], [0.0, 0.5, 0.2], [0.1, 0.7, -0.4], [0.1, 0.0, 0.1], [-0.2, 0.1, -0.6], [-0.2, 0.3, 0.1], [0.3, 0.9, -0.3], [0.1, 0.0, 0.3], [0.0, 0.4, -0.1], [0.0, -0.2, 0.1], [-0.1, -0.3, -0.1], [1.0, -0.4, 0.0], [0.8, -0.2, 0.3], [0.0, 0.1, 0.1], [-0.1, 0.1, 0.2], [-0.2, -0.1, 0.2], [-0.3, -0.3, 0.2], [-0.2, -0.2, 0.0], [-0.3, 0.1, 0.0], [-0.2, -1.2, 0.5], [-0.3, -0.2, -0.3], [-0.1, 0.1, 0.1], [-0.3, 0.5, 0.1], [-0.1, -0.1, -0.1], [0.0, -0.2, 0.6], [0.1, -0.3, -0.4], [-0.2, 0.5, -0.3], [0.3, 0.0, -0.1], [-0.4, 0.4, 0.1], [-0.8, 0.7, 0.3], [0.1, 0.0, 0.3], [-0.2, 0.8, -0.6], [-0.4, 0.1, -0.1], [0.1, -0.1, 0.1], [-0.2, -0.1, -0.2], [-0.1, 0.1, -0.3], [-0.1, 0.0, 0.1]],
  "lowdin_charge": [0.022, -0.059, -0.430, 0.117, 0.047, 0.040, -0.137, 0.074, 0.080, 0.053, -0.145, 0.073, 0.088, 0.073, 0.118, -0.121, 0.114, 0.085, 0.089, 0.074, -0.225, 0.092, -0.098, 0.136, 0.086, -0.211, -0.215, 0.132, 0.084, 0.041, 0.054, -0.412, 0.129, -0.189, 0.054, 0.073, -0.184, 0.078, 0.079, -0.145, -0.127, 0.063, -0.235, 0.079, 0.088, 0.071, 0.071, -0.099, 0.030, 0.064, 0.035, 0.079, 0.120, 0.123, -0.059, -0.233, 0.084, 0.067, 0.140, -0.059, 0.096, 0.066, -0.081, 0.133, 0.075, 0.100, 0.069, 0.083, 0.063, -0.182, 0.069, 0.076, -0.035, -0.450, -0.437, 0.126, 0.069, 0.088, 0.081, 0.075]
}

=====

# 2
{
  "formula": "C5H18NO2",
  "method": "ωB97M-V/def2-TZVPD",
  "lumo_ev": [-6.34, -14.07],
  "s_squared": 0.75,
  "homo_lumo_gap_ev": [12.343, 4.617],
  "energy_ev": -11041.9958,
  "spin_multiplicity": 2,
  "e_above_lowest_kcal_mol": 4.8,
  "total_charge": 2,
  "max_force_ev_per_a": 2.02,
  "elements": ["H", "C", "O", "H", "H", "H", "H", "H", "H", "H", "C", "H", "O", "H", "H", "H", "H", "H", "H", "H", "C", "H", "C", "H", "N", "C"],
  "xyz": [[0.1757, 2.3213, 0.1509], [1.3619, 0.1604, 1.8995], [-3.0648, 0.7253, -0.0761], [0.0483, 1.2582, -1.1609], [-1.2684, -2.1583, -0.9747], [1.2289, -2.1417, -3.2255], [-1.6980, -0.6289, -0.4898], [0.7801, -0.5382, 2.6102], [-0.7027, 0.5082, 1.3019], [0.7198, -0.9096, -4.0344], [0.1212, -1.2039, 0.2399], [-2.9070, 1.6873, -0.0255], [0.4890, -1.4936, -3.3134], [1.6197, 1.4147, -0.4439], [-0.5570, -0.7322, -1.6903], [1.0927, -1.5121, -0.1367], [-4.0159, 0.5474, -0.2005], [2.2218, 2.0991, 1.6381], [1.0313, 2.1014, 2.8862], [2.5840, 1.3761, 3.2075], [0.2726, 0.2669, 0.8148], [-0.2992, -1.8239, 1.0286], [0.5590, 1.3657, -0.1948], [2.2141, -0.5090, 1.7121], [-0.9227, -1.2066, -0.8510], [1.7994, 1.4744, 2.4389]],
  "atomic_forces_ev_per_a": [[0.4, 0.2, 0.2], [0.2, 1.4, 0.0], [0.4, 0.0, 0.0], [-0.3, -0.6, 0.3], [0.1, 0.0, -0.7], [-0.8, 0.8, -0.4], [-0.6, 0.1, -0.2], [0.0, 0.0, -0.2], [0.2, -0.1, -0.4], [0.2, 0.1, -0.5], [-0.4, 1.2, 0.3], [-0.7, -0.6, -0.1], [0.6, -0.7, 1.0], [0.0, 0.2, 0.2], [-0.1, -1.0, -0.5], [-0.2, -0.5, -0.1], [0.5, 0.5, 0.1], [0.4, 0.3, 0.1], [-0.8, 0.0, -0.4], [0.2, -0.3, -0.5], [-1.3, -1.5, 0.2], [0.5, -0.3, 0.0], [0.4, 0.8, -0.5], [0.2, -0.1, 0.3], [0.5, 0.9, 1.3], [0.5, -0.7, 0.7]],
  "lowdin_spin": [0.001, 0.293, 0.001, 0.018, 0.001, 0.000, 0.000, 0.133, 0.026, 0.000, 0.029, 0.000, 0.000, 0.002, 0.000, 0.000, 0.000, 0.051, 0.024, 0.019, 0.158, 0.000, 0.067, 0.041, 0.010, 0.123]
}